121
Properties=species:S:1:pos:R:3:forces:R:3 method="wB97M-V/def2-TZVPD" e_lumo_ev=-2.1490 gap_ha=0.25110
H -2.9942 -1.4183 -7.0653 -0.486 0.651 -0.075
N -3.6168 -0.5903 -6.9371 -1.729 -0.671 6.261
C -4.0244 -0.7018 -5.6027 1.956 -1.004 -3.638
C -3.4676 -1.9711 -4.7091 -0.827 0.261 0.741
C -1.8522 -1.8149 -4.3014 -1.282 -0.056 -0.877
O -1.6690 -2.6394 -3.0981 1.017 1.370 -0.470
C -0.3305 -2.4893 -2.5076 0.735 -0.122 -1.430
C 0.6569 -3.5055 -3.3974 -0.289 -0.438 1.404
C 2.2536 -3.2524 -3.1612 0.247 -0.888 -1.151
O 2.9584 -3.9950 -4.2592 -0.820 2.551 -0.036
C 2.7550 -1.6983 -3.2839 0.727 1.293 1.483
F 2.0879 -1.0060 -4.4330 2.544 -2.026 3.635
F 4.2603 -1.6475 -3.3899 -5.182 0.206 -0.089
F 2.4425 -0.9211 -2.0267 0.921 -2.308 -4.301
C -0.2674 -2.8520 -0.8827 1.994 -0.563 0.059
N -0.2872 -1.6600 0.0272 -1.239 -1.014 -1.615
C -1.1099 -0.5012 -0.4118 0.034 2.341 1.293
C -0.0786 0.7025 -0.9465 -0.101 -0.186 0.914
O -1.1356 -3.9770 -0.4946 0.053 2.057 -0.601
C -2.4996 -3.5858 -0.1580 -2.102 -0.472 0.165
B -2.8098 -3.5360 1.4900 -0.116 1.285 -0.192
O -3.5183 -2.3233 2.0249 -0.804 -2.749 -1.567
N -2.3550 -4.6459 2.4196 -0.708 2.470 0.164
C -3.6131 -5.1184 3.1220 -0.341 -0.449 0.634
C -1.3941 -3.9581 3.3931 0.206 -0.194 0.480
H -4.7594 0.0658 -5.0823 1.685 -1.547 -1.419
H -3.6612 -3.0108 -5.2594 0.567 2.420 0.975
H -4.1405 -2.0296 -3.7245 1.722 0.186 -1.953
H -1.5761 -0.6674 -4.1238 -0.520 -2.493 -0.266
H -1.2645 -2.2415 -5.2478 -0.908 1.021 2.164
H 0.0397 -1.4105 -2.7635 -0.656 -1.814 0.997
H 0.4286 -4.6135 -3.0159 0.616 2.386 -0.844
H 0.3978 -3.4916 -4.5426 0.615 0.311 2.334
H 2.6309 -3.7711 -2.1558 -0.736 1.649 -2.180
H 2.9465 -3.3850 -5.0793 -0.043 -1.507 1.851
H 0.8388 -3.2986 -0.7618 -2.522 0.655 -0.232
H -0.3400 -1.8909 1.0390 -0.284 0.100 -1.350
H -1.9820 -0.7070 -1.1583 1.785 0.091 1.196
H -1.6171 -0.0333 0.5629 0.956 -1.149 -2.090
H 0.9536 0.5278 -0.3737 -2.228 0.309 -1.502
H 0.0777 0.6686 -2.1132 -0.231 0.298 2.425
H -0.4768 1.7470 -0.5555 0.710 -2.042 -1.242
H -2.9029 -2.6159 -0.6717 1.103 -1.761 0.706
H -3.2056 -4.4661 -0.5516 1.469 1.704 0.608
H -4.4573 -2.2765 1.6354 2.003 0.204 0.667
H -3.5749 -4.7814 4.2419 -0.342 -0.642 -1.991
H -3.6384 -6.2918 3.0714 -0.163 2.293 0.139
H -4.5932 -4.6613 2.6280 1.959 -1.099 1.083
H -1.9254 -3.0917 3.9887 1.025 -1.569 -1.052
H -1.0504 -4.7893 4.1548 -0.336 1.839 -1.510
H -0.4837 -3.4898 2.7878 -1.833 -1.201 1.393
O -2.5117 2.0825 5.8728 0.824 0.109 -0.374
C -1.5012 1.8875 5.2067 -0.943 -0.368 0.197
C -1.3549 0.7183 4.3256 -0.181 0.155 0.197
C -0.2346 0.5268 3.6265 -0.422 -1.511 -0.829
O -0.0916 -0.5685 2.7945 0.600 1.599 0.917
C 0.9042 1.4816 3.7137 0.933 0.478 -0.141
O 1.9282 1.2690 3.0732 -0.842 -0.096 0.261
C 0.7490 2.6633 4.5758 0.209 -0.242 -0.081
C -0.3726 2.8569 5.2724 0.271 1.527 0.858
O -0.5268 3.9667 6.0828 -0.517 -1.667 -0.835
H -2.1896 0.0311 4.2735 0.027 0.004 -0.016
H 0.8048 -0.4829 2.4024 -0.266 0.014 0.094
H 1.5779 3.3587 4.6160 -0.109 -0.139 0.007
H -1.4207 3.8778 6.4795 0.364 0.031 -0.149
O 0.7332 5.3751 0.6165 0.271 0.335 0.796
C 0.8808 6.2345 1.4783 -0.507 -0.006 -0.992
C 0.3110 7.5846 1.3465 0.047 -0.378 -0.060
C 0.5044 8.5023 2.2957 -0.914 1.448 -0.660
O -0.0305 9.7722 2.1796 1.039 -1.431 0.858
C 1.3021 8.1975 3.5151 0.449 0.187 0.916
O 1.4780 9.0674 4.3615 -0.269 -0.431 -0.770
C 1.8516 6.8406 3.6585 -0.021 0.309 0.120
C 1.6554 5.9216 2.7110 0.883 -1.428 0.641
O 2.1666 4.6432 2.8400 -0.882 1.609 -0.971
H -0.2649 7.7932 0.4540 0.064 -0.012 0.040
H 0.2502 10.2488 2.9911 -0.116 -0.202 -0.333
H 2.4145 6.6273 4.5584 -0.030 0.025 -0.043
H 1.8909 4.1686 2.0257 0.159 0.107 0.271
O 8.3872 7.4057 2.2699 -0.856 -0.047 -0.420
C 7.2739 7.7336 1.8748 0.883 0.451 0.541
C 6.7305 9.0838 2.0901 0.264 -0.269 0.036
C 5.5078 9.4034 1.6617 -0.206 1.827 0.517
O 4.9920 10.6713 1.8582 -0.008 -1.895 -0.624
C 4.6512 8.4106 0.9570 -0.727 -0.509 -0.504
O 3.5245 8.7285 0.5914 0.704 0.060 0.393
C 5.2034 7.0679 0.7203 -0.347 0.297 -0.019
C 6.4274 6.7491 1.1455 0.277 -1.889 -0.550
O 6.9542 5.4898 0.9244 -0.068 1.941 0.673
H 7.3631 9.7949 2.6057 -0.037 -0.047 -0.023
H 4.0943 10.6522 1.4606 0.365 0.016 0.167
H 4.5765 6.3614 0.1909 0.031 0.034 0.025
H 7.8495 5.5072 1.3273 -0.355 -0.015 -0.151
O 5.4083 -8.7672 -0.2655 -0.363 0.379 -0.723
C 5.2662 -8.4227 -1.4334 0.663 -0.568 0.582
C 6.2117 -8.8177 -2.4892 -0.122 0.003 0.360
C 6.0372 -8.4116 -3.7482 1.464 -0.773 -0.928
O 6.9204 -8.7813 -4.7459 -1.577 0.893 0.777
C 4.8876 -7.5458 -4.1292 -0.713 0.660 -0.674
O 4.7639 -7.1734 -5.2912 0.363 -0.480 0.775
C 3.9288 -7.1707 -3.0786 0.074 -0.001 -0.305
C 4.1013 -7.5795 -1.8201 -1.398 0.695 0.846
O 3.2028 -7.2330 -0.8278 1.574 -0.809 -0.733
H 7.0441 -9.4453 -2.1978 -0.046 0.042 -0.009
H 6.5790 -8.3614 -5.5654 0.132 -0.154 0.341
H 3.0877 -6.5556 -3.3732 0.082 0.010 -0.035
H 3.5475 -7.6480 -0.0073 -0.141 0.170 -0.326
O -8.9544 1.3099 -2.2859 0.407 -0.797 0.466
C -8.4000 0.6312 -1.4285 -0.390 1.130 -0.163
C -7.9755 1.1920 -0.1363 -0.153 0.010 -0.360
C -7.3593 0.4295 0.7690 0.324 1.183 1.533
O -6.9601 0.9494 1.9866 -0.232 -1.445 -1.443
C -7.0767 -1.0082 0.5056 0.163 -0.887 -0.156
O -6.4922 -1.6790 1.3497 -0.167 0.560 -0.281
C -7.5225 -1.5752 -0.7764 0.255 -0.066 0.459
C -8.1419 -0.8136 -1.6804 -0.420 -1.216 -1.579
O -8.5662 -1.3401 -2.8866 0.347 1.430 1.492
H -8.1852 2.2390 0.0411 0.020 -0.060 -0.015
H -6.5379 0.2020 2.4636 -0.149 0.346 -0.151
H -7.3265 -2.6262 -0.9474 -0.012 0.059 0.006
H -8.9829 -0.5912 -3.3660 0.153 -0.285 0.169